3 unconnected molecules or ions with the total composition C2H4NO2 in a non-equilibrium geometry. Source: the Open Molecules 2025 dataset; level of theory: ωB97M-V/def2-TZVPD.

Properties
**Energy above the lowest of the compared OMol25 structures with the same formula, charge and spin**: 135.5 kcal/mol
**Charge**: -1
**HOMO**: -2.40 eV
**2S+1**: 1

Bonds (Å) are listed after each position.
Positions of all 9 atoms, in Å:
1 O 1.09437 1.20925 -1.32182  C5 1.223
2 O -2.23139 -0.03914 -1.20274  N3 1.296
3 N -0.97334 0.02394 -0.89821  O2 1.296, C4 1.481, C5 1.278
4 C -0.00740 -0.77789 -0.11192  N3 1.481, C5 1.490, H6 1.121, H7 1.098
5 C 0.24807 0.38387 -1.00896  O1 1.223, N3 1.278, C4 1.490
6 H 0.07526 -1.88893 -0.23807  C4 1.121
7 H 0.03111 -0.46951 0.94115  C4 1.098
8 H 0.89606 1.22138 1.89056  no bonds
9 H 0.86726 0.33703 1.95001  no bonds

Results of the natural (NBO) charge analysis, in e, for atoms 1 through 6: number 1, O, carries -0.73; number 2, O, carries -0.69; number 3, N, carries -0.02; number 4, C, carries -0.38; number 5, C, carries 0.56; number 6, H, carries 0.14